The following is a DFT calculation (wB97M-V/def2-TZVPD) of a cluster of 7 separate species, C42H82N3O6S2 in total in a non-equilibrium geometry.

Output
Charge ... +1
Maximum force ... 0.1226 hartree/bohr
ΔE to the lowest compared entry with this formula, charge and spin ... 12.3353 eV
Kohn-Sham gap ... 7.343 eV

Atoms and positions in Å:
1 C 0.0443 2.5172 5.5856
2 C -0.0588 2.2542 3.9588
3 C 1.3586 1.5722 3.3901
4 C 1.2473 -0.0375 3.8069
5 N 2.4199 -0.8691 3.3570
6 C 2.0487 -2.0342 2.4821
7 C 1.0976 -1.6915 1.1949
8 C 1.5867 -2.5206 -0.1563
9 C 0.5375 -2.3175 -1.4378
10 C 1.0610 -1.1866 -2.5158
11 N 2.2811 -0.3320 -2.2199
12 C 2.5451 0.6275 -3.3605
13 C 3.8078 1.6772 -3.3240
14 C 3.4895 3.1530 -3.9730
15 C 3.5554 4.3075 -2.7943
16 C 1.3972 0.3233 -4.4924
17 N 0.5361 -0.8111 -3.8997
18 C 3.5822 -0.0603 2.8461
19 S 4.0033 0.2465 1.2305
20 S 4.7493 0.6744 4.1631
21 C 6.3225 -0.3327 4.2870
22 C 7.0121 -0.7257 2.8476
23 C 7.5960 0.5597 2.0041
24 H 0.4681 3.5765 5.8662
25 H 0.7061 1.7247 6.1497
26 H -1.0356 2.4469 6.0841
27 H -0.9335 1.4821 3.7793
28 H -0.2549 3.2515 3.3674
29 H 2.2184 2.1141 4.0114
30 H 1.4340 1.7497 2.2360
31 H 1.2775 -0.0363 5.0007
32 H 0.1910 -0.4485 3.5179
33 H 1.4735 -2.8241 3.1682
34 H 3.0206 -2.6136 2.1114
35 H 0.0129 -2.1178 1.4446
36 H 0.9712 -0.5475 0.9845
37 H 1.5625 -3.6754 0.1103
38 H 2.6900 -2.2307 -0.4251
39 H 0.5234 -3.3765 -1.9838
40 H -0.5337 -2.0554 -1.0370
41 H 2.9333 -0.2952 -1.4055
42 H 4.2035 1.7840 -2.2027
43 H 4.6920 1.1666 -3.9293
44 H 4.3584 3.3900 -4.7242
45 H 2.4824 3.1686 -4.5954
46 H 2.4398 4.6502 -2.5902
47 H 4.2436 5.2118 -3.1444
48 H 4.0446 3.9214 -1.7824
49 H 1.3092 0.8661 -5.5282
50 H -0.2935 -1.2662 -4.3833
51 H 7.1262 0.2707 4.8975
52 H 6.0522 -1.3511 4.8261
53 H 7.9545 -1.4117 3.1028
54 H 6.3107 -1.4094 2.1682
55 H 6.7654 1.2492 1.5467
56 H 8.3726 1.1498 2.6795
57 H 8.2431 0.1114 1.1114
58 C -3.8188 -0.9163 1.4184
59 C -4.1898 -2.2848 1.9285
60 C -2.9008 -2.7416 2.5762
61 O -2.2355 -1.5645 3.0547
62 C -2.8919 -0.4143 2.5038
63 H -4.6777 -0.2606 1.2545
64 H -3.2716 -1.0084 0.4726
65 H -4.9778 -2.1972 2.6858
66 H -4.5396 -2.9652 1.1481
67 H -2.2406 -3.2263 1.8491
68 H -3.0710 -3.4319 3.4075
69 H -3.4522 0.0692 3.3114
70 H -2.1459 0.2904 2.1261
71 C -1.1903 -4.5117 -7.7633
72 C -0.9221 -5.4586 -6.6221
73 C -0.6784 -4.5068 -5.4713
74 O -1.4634 -3.3341 -5.7278
75 C -1.9461 -3.3949 -7.0771
76 H -1.7506 -4.9627 -8.5862
77 H -0.2418 -4.1318 -8.1611
78 H -1.8151 -6.0631 -6.4242
79 H -0.0832 -6.1360 -6.8005
80 H 0.3723 -4.2017 -5.4234
81 H -0.9617 -4.9354 -4.5056
82 H -3.0199 -3.6081 -7.0383
83 H -1.7998 -2.4273 -7.5651
84 C 3.4050 5.2045 4.5923
85 C 2.9634 6.4125 5.3774
86 C 3.1173 7.5239 4.3621
87 O 2.8870 6.9430 3.0711
88 C 2.8765 5.5154 3.2090
89 H 3.0272 4.2593 4.9904
90 H 4.5002 5.1553 4.5716
91 H 1.9089 6.3068 5.6586
92 H 3.5445 6.5823 6.2873
93 H 4.1342 7.9305 4.3690
94 H 2.4125 8.3437 4.5280
95 H 1.8410 5.1765 3.0948
96 H 3.4808 5.0639 2.4174
97 C -2.9692 3.8314 10.0865
98 C -2.7300 2.3469 10.1859
99 C -2.4815 1.9687 8.7420
100 O -1.8850 3.1095 8.1097
101 C -2.0066 4.2345 8.9910
102 H -2.7979 4.3679 11.0232
103 H -4.0006 4.0205 9.7661
104 H -1.8302 2.1555 10.7824
105 H -3.5610 1.7965 10.6342
106 H -3.4199 1.7505 8.2211
107 H -1.8185 1.1043 8.6432
108 H -1.0121 4.4501 9.3965
109 H -2.3512 5.1073 8.4295
110 C -5.3645 -6.0898 -10.4356
111 C -5.9948 -6.1480 -9.0681
112 C -4.8868 -6.7534 -8.2341
113 O -3.6473 -6.3393 -8.8252
114 C -3.9252 -5.7589 -10.1071
115 H -5.8284 -5.3588 -11.1026
116 H -5.4220 -7.0753 -10.9129
117 H -6.2141 -5.1326 -8.7174
118 H -6.9200 -6.7287 -9.0344
119 H -4.9210 -7.8476 -8.2616
120 H -4.9231 -6.4293 -7.1900
121 H -3.7763 -4.6769 -10.0230
122 H -3.2243 -6.1510 -10.8492
123 C -2.2696 1.0234 -3.8442
124 C -3.7735 1.1041 -3.8965
125 C -4.1515 0.9168 -2.4434
126 O -3.0768 1.4555 -1.6610
127 C -1.9617 1.7036 -2.5282
128 H -1.7742 1.4975 -4.6952
129 H -1.9554 -0.0264 -3.8049
130 H -4.0797 2.1003 -4.2368
131 H -4.2311 0.3619 -4.5555
132 H -4.2489 -0.1445 -2.1915
133 H -5.0855 1.4239 -2.1845
134 H -1.8713 2.7881 -2.6540
135 H -1.0445 1.3283 -2.0661

The following is a DFT calculation (wB97M-V/def2-TZVPD) of a cluster of 11 separate species, C42H82O21S8 in total in a non-equilibrium geometry.

Output
SMILES string ... C[C@H]1COC(=O)O1.O=S1(=O)CCCC1.O=S1(=O)CCCC1.O=S1(=O)CCCC1.O=S1(=O)CCCC1.O=S1(=O)CCCC1.O=S1(=O)CCCC1.O=S1(=O)CCCC1.O=S1(=O)CCCC1.CC(C)=O.CC(C)=O
Maximum force ... 0.0690 hartree/bohr
ΔE to the lowest compared entry with this formula, charge and spin ... 0.0000 eV
Kohn-Sham gap ... 9.592 eV

Atoms and positions in Å:
1 C -1.1740 0.1236 1.6019
2 C 0.0547 0.5920 0.8459
3 C 0.9254 -0.4802 0.2611
4 O 1.3968 0.0047 -1.0114
5 C 0.4873 0.9329 -1.3647
6 O 0.3152 1.3711 -2.4715
7 O -0.3767 1.1967 -0.3675
8 H -2.0012 0.8106 1.4450
9 H -0.9033 0.1284 2.6596
10 H -1.4258 -0.9061 1.3469
11 H 0.7242 1.2878 1.3577
12 H 0.4761 -1.4732 0.2059
13 H 1.7510 -0.6633 0.9557
14 C -4.5342 -0.3539 -0.8219
15 C -5.5330 -1.4802 -0.8519
16 O -5.9312 -1.9752 0.1737
17 C -6.0449 -1.9489 -2.1946
18 H -4.0061 -0.1755 -1.7577
19 H -3.9935 -0.4075 0.1199
20 H -5.1310 0.5673 -0.7767
21 H -5.6973 -1.3722 -3.0520
22 H -7.1328 -1.8927 -2.2417
23 H -5.7265 -2.9876 -2.2964
24 C 0.3250 -2.6050 3.9345
25 C 1.7460 -2.1975 4.2197
26 O 2.3031 -1.3909 3.4917
27 C 2.4618 -2.8549 5.3352
28 H 0.0823 -2.1516 2.9732
29 H -0.4423 -2.2806 4.6376
30 H 0.2486 -3.6748 3.7398
31 H 3.5085 -2.5446 5.2734
32 H 2.5380 -3.9408 5.2475
33 H 2.0655 -2.6084 6.3200
34 C 1.6255 2.4268 6.8982
35 C 0.9479 0.9947 6.8826
36 C 0.3943 0.8206 5.4916
37 S -0.5197 2.3247 5.1512
38 O -1.7665 2.3125 5.8743
39 O -0.5614 2.5823 3.7151
40 C 0.8367 3.2952 5.8843
41 H 2.6471 2.2284 6.5791
42 H 1.5790 2.8321 7.9045
43 H 0.2179 1.0797 7.6906
44 H 1.6365 0.2347 7.2487
45 H -0.3322 0.0054 5.4838
46 H 1.1460 0.7038 4.7117
47 H 0.4968 4.2652 6.2517
48 H 1.4892 3.6296 5.0761
49 C 0.5512 4.4460 -3.2353
50 C 0.5407 5.6777 -4.1633
51 C 0.6919 6.9045 -3.2341
52 S 0.1251 6.3733 -1.5390
53 O -1.0067 7.1984 -1.1719
54 O 1.1966 6.2070 -0.5771
55 C -0.4245 4.7414 -2.1139
56 H 1.5748 4.4210 -2.8413
57 H 0.4041 3.5368 -3.8122
58 H -0.3673 5.6125 -4.7630
59 H 1.3868 5.5454 -4.8372
60 H 0.0125 7.7057 -3.5221
61 H 1.6830 7.3521 -3.1946
62 H -1.3505 4.9852 -2.6452
63 H -0.6443 4.0394 -1.3153
64 C 2.9122 0.8443 -4.4975
65 C 2.6494 0.4451 -5.9527
66 C 3.6433 -0.6968 -6.3478
67 S 5.1082 -0.6536 -5.1612
68 O 6.3578 -0.3258 -5.7848
69 O 4.9327 -1.7933 -4.2604
70 C 4.4011 0.8494 -4.3451
71 H 2.4473 0.2115 -3.7391
72 H 2.4740 1.8185 -4.2752
73 H 2.8049 1.2246 -6.6982
74 H 1.6492 0.0467 -6.1254
75 H 4.0975 -0.6678 -7.3395
76 H 3.1904 -1.6876 -6.3192
77 H 4.7933 1.6744 -4.9481
78 H 4.7177 1.0652 -3.3254
79 C 4.4250 -2.2678 0.4304
80 C 4.1326 -2.8581 -0.9710
81 C 2.8066 -3.6345 -0.9027
82 S 2.6681 -4.1550 0.8290
83 O 2.9668 -5.5693 0.8873
84 O 1.4115 -3.6087 1.3693
85 C 4.1066 -3.3146 1.4548
86 H 3.9035 -1.3187 0.5648
87 H 5.4843 -2.0255 0.5337
88 H 4.9138 -3.5886 -1.1974
89 H 4.2251 -2.0540 -1.6974
90 H 2.6615 -4.4986 -1.5443
91 H 2.0133 -2.9152 -1.1173
92 H 4.8603 -4.1056 1.4454
93 H 4.0675 -3.0203 2.5017
94 C -2.2869 -1.1459 -5.7667
95 C -3.7185 -0.5502 -6.0078
96 C -3.5447 0.9546 -6.1300
97 S -2.3856 1.2787 -4.6880
98 O -3.1890 1.6198 -3.5415
99 O -1.3470 2.1977 -5.1056
100 C -1.7635 -0.4141 -4.5057
101 H -1.6288 -0.8698 -6.5889
102 H -2.4417 -2.2191 -5.6921
103 H -4.5194 -0.9332 -5.3806
104 H -3.9226 -0.9927 -6.9893
105 H -4.3646 1.6375 -5.9218
106 H -2.9787 1.3039 -6.9911
107 H -2.2444 -0.7635 -3.5930
108 H -0.7122 -0.1801 -4.3340
109 C 2.8326 3.4032 1.9013
110 C 3.5494 4.7568 1.5659
111 C 4.3130 4.7329 0.1993
112 S 4.6243 2.9556 -0.1247
113 O 5.8377 2.6582 0.6271
114 O 4.4616 2.6494 -1.5207
115 C 3.1483 2.4029 0.7799
116 H 1.7831 3.6817 1.8628
117 H 3.2240 3.1909 2.8933
118 H 4.2940 5.0875 2.2975
119 H 2.8490 5.5794 1.7186
120 H 5.2543 5.2699 0.1806
121 H 3.5847 5.0284 -0.5577
122 H 3.2986 1.3471 1.0019
123 H 2.3301 2.5002 0.0658
124 C -4.7063 1.0937 4.7021
125 C -4.6360 0.4397 3.3211
126 C -4.6246 -1.0655 3.4945
127 S -5.8327 -1.4520 4.8096
128 O -5.3855 -2.5752 5.6142
129 O -7.1549 -1.3901 4.2107
130 C -5.4376 0.1526 5.6759
131 H -5.2126 2.0323 4.4797
132 H -3.6561 1.3161 4.8835
133 H -3.7007 0.5992 2.7851
134 H -5.5069 0.7166 2.7253
135 H -3.7480 -1.4545 4.0295
136 H -4.7551 -1.8202 2.7180
137 H -4.7511 0.0187 6.5092
138 H -6.4324 0.4446 6.0084
139 C -1.2358 -6.9769 -0.4198
140 C -2.7132 -6.5305 -0.4581
141 C -2.6184 -5.1306 -1.0501
142 S -1.3817 -4.2925 -0.0043
143 O -1.9831 -4.0951 1.2846
144 O -0.8183 -3.1576 -0.6904
145 C -0.3514 -5.7936 0.0014
146 H -0.9384 -7.3179 -1.4129
147 H -1.1975 -7.8984 0.1644
148 H -3.1526 -6.4038 0.5318
149 H -3.4181 -7.1114 -1.0505
150 H -3.5572 -4.6327 -0.7892
151 H -2.3873 -5.0379 -2.1091
152 H 0.2335 -5.8424 0.9152
153 H 0.3308 -5.5539 -0.8170

The following is a DFT calculation (wB97M-V/def2-TZVPD) of a cluster of 11 separate species, C42H82O21S8 in total in a non-equilibrium geometry.

Output
SMILES string ... C[C@H]1COC(=O)O1.O=S1(=O)CCCC1.O=S1(=O)CCCC1.O=S1(=O)CCCC1.O=S1(=O)CCCC1.O=S1(=O)CCCC1.O=S1(=O)CCCC1.O=S1(=O)CCCC1.O=S1(=O)CCCC1.CC(C)=O.CC(C)=O
Maximum force ... 0.0845 hartree/bohr
ΔE to the lowest compared entry with this formula, charge and spin ... 0.5384 eV
Kohn-Sham gap ... 9.682 eV

Atoms and positions in Å:
1 C -2.6923 2.3496 -4.5748
2 C -4.0609 2.5620 -4.0372
3 C -4.8128 3.6749 -4.7712
4 O -5.9310 2.9221 -5.2807
5 C -6.0634 1.7802 -4.6925
6 O -7.0571 1.0459 -4.6902
7 O -4.8211 1.4205 -4.1922
8 H -2.1625 3.2871 -4.7437
9 H -2.7700 1.8470 -5.5388
10 H -2.1001 1.7166 -3.9139
11 H -3.9826 2.8006 -2.9765
12 H -4.1363 4.0261 -5.5503
13 H -5.0168 4.4716 -4.0558
14 C 0.1618 0.6752 -0.7294
15 C -0.4963 0.6545 0.6492
16 O -1.5660 1.2540 0.8023
17 C 0.0770 -0.2315 1.7314
18 H 0.8565 1.5151 -0.7228
19 H -0.6318 0.8543 -1.4549
20 H 0.5935 -0.2841 -1.0148
21 H 0.8499 0.3465 2.2380
22 H 0.4961 -1.0880 1.2033
23 H -0.6533 -0.4511 2.5102
24 C -5.3855 4.5766 1.7642
25 C -5.0010 3.9377 0.4434
26 O -5.2053 4.3107 -0.6941
27 C -4.2912 2.6528 0.6844
28 H -6.0636 3.9444 2.3373
29 H -6.0117 5.4602 1.6405
30 H -4.5523 4.7418 2.4472
31 H -3.6063 2.7092 1.5305
32 H -3.7689 2.2842 -0.1985
33 H -5.0673 1.9441 0.9733
34 C -4.1316 -0.6253 -0.8776
35 C -5.3520 -0.9973 -1.7582
36 C -6.0087 -2.2015 -1.0462
37 S -4.5453 -3.3142 -0.5089
38 O -4.0583 -4.1091 -1.6708
39 O -4.8002 -3.9458 0.7992
40 C -3.3975 -1.8704 -0.3911
41 H -4.4703 -0.0545 -0.0129
42 H -3.4307 0.0309 -1.3936
43 H -5.0160 -1.3978 -2.7147
44 H -6.0557 -0.1715 -1.8621
45 H -6.8649 -2.6750 -1.5266
46 H -6.4473 -1.9306 -0.0858
47 H -2.4773 -2.0927 -0.9314
48 H -3.0878 -1.8206 0.6528
49 C 5.5583 -1.9018 4.3912
50 C 6.3129 -1.1556 3.3460
51 C 5.3394 -0.0509 2.7259
52 S 3.6638 -0.7310 3.0182
53 O 3.1260 -1.0042 1.6753
54 O 2.9734 0.1971 3.9504
55 C 4.2315 -2.3318 3.8162
56 H 5.5526 -1.2949 5.2966
57 H 6.1540 -2.7965 4.5720
58 H 6.6528 -1.8261 2.5567
59 H 7.2644 -0.8523 3.7826
60 H 5.4791 -0.0294 1.6451
61 H 5.5478 0.9568 3.0852
62 H 4.4228 -3.0321 3.0032
63 H 3.5115 -2.8332 4.4630
64 C -0.6000 -6.4713 0.5621
65 C 0.8289 -6.1676 1.1364
66 C 0.8664 -4.8086 1.8862
67 S -0.3388 -3.7409 1.0167
68 O 0.3064 -3.2054 -0.1953
69 O -1.0215 -2.9336 2.0618
70 C -1.4372 -5.1559 0.5107
71 H -1.0404 -7.1939 1.2492
72 H -0.4918 -6.9816 -0.3949
73 H 1.5024 -6.2021 0.2801
74 H 1.0128 -7.0638 1.7290
75 H 1.8606 -4.3634 1.8479
76 H 0.5617 -4.8330 2.9324
77 H -1.9246 -4.8099 -0.4008
78 H -2.2130 -5.0983 1.2742
79 C -0.4782 4.9392 -1.2277
80 C -2.0173 5.0249 -1.3740
81 C -2.3932 6.3683 -0.7797
82 S -1.4152 6.5366 0.7195
83 O -2.2106 6.0812 1.8639
84 O -0.8859 7.9041 0.7355
85 C -0.1344 5.2456 0.2606
86 H 0.0380 5.5440 -1.9731
87 H -0.2475 3.9075 -1.4931
88 H -2.5464 4.2006 -0.8959
89 H -2.2572 4.9491 -2.4346
90 H -3.4421 6.6125 -0.6111
91 H -1.9902 7.0432 -1.5348
92 H -0.1968 4.3713 0.9085
93 H 0.8204 5.7515 0.4038
94 C -1.8785 -1.5402 -5.0739
95 C -1.6645 -1.5198 -3.5638
96 C -0.2858 -2.1159 -3.2767
97 S 0.8078 -1.3663 -4.4896
98 O 1.7932 -2.3213 -4.9733
99 O 1.1898 -0.0167 -3.9775
100 C -0.5371 -1.1144 -5.8155
101 H -2.6641 -0.8180 -5.2961
102 H -2.2750 -2.4675 -5.4875
103 H -2.3599 -2.1961 -3.0666
104 H -1.7382 -0.5126 -3.1536
105 H -0.1646 -3.1166 -3.6915
106 H 0.1366 -2.0342 -2.2752
107 H -0.3890 -1.9151 -6.5402
108 H -0.5057 -0.1706 -6.3599
109 C 3.0982 -3.1614 -2.0514
110 C 3.5393 -3.6491 -0.7110
111 C 5.0855 -3.4823 -0.6403
112 S 5.5031 -1.9894 -1.7926
113 O 6.2425 -2.4867 -2.9380
114 O 5.9201 -0.8523 -1.0114
115 C 3.7770 -1.7810 -2.2446
116 H 2.0121 -3.1323 -2.1384
117 H 3.4276 -3.8231 -2.8525
118 H 3.3067 -4.7072 -0.5908
119 H 3.0481 -3.0780 0.0769
120 H 5.6421 -4.2667 -1.1532
121 H 5.6127 -3.3552 0.3052
122 H 3.6604 -1.2509 -3.1898
123 H 3.3465 -1.1004 -1.5100
124 C 0.9109 -1.7235 5.7803
125 C -0.4491 -1.0134 5.4773
126 C -1.2736 -1.0197 6.7204
127 S -0.0407 -0.4965 7.9828
128 O -0.0995 -1.3907 9.1615
129 O -0.0243 0.9576 8.1039
130 C 1.4774 -0.9935 7.0170
131 H 1.5792 -1.8115 4.9237
132 H 0.6531 -2.7279 6.1162
133 H -1.0393 -1.4188 4.6554
134 H -0.2820 0.0264 5.1964
135 H -1.7260 -1.9800 6.9678
136 H -2.1090 -0.3207 6.7620
137 H 2.1445 -1.5274 7.6937
138 H 2.0614 -0.1076 6.7675
139 C 3.5167 2.4735 -1.5975
140 C 4.8924 3.0471 -2.1103
141 C 5.7932 3.1859 -0.8470
142 S 4.7421 3.9912 0.3794
143 O 4.6896 5.4022 -0.0865
144 O 5.0254 3.6336 1.7647
145 C 3.1332 3.1319 -0.2073
146 H 3.6278 1.3968 -1.4690
147 H 2.7644 2.6399 -2.3685
148 H 4.7210 4.0068 -2.5979
149 H 5.3930 2.5065 -2.9136
150 H 6.7006 3.7832 -0.9356
151 H 6.0206 2.2190 -0.3981
152 H 2.3093 3.8421 -0.1367
153 H 2.9111 2.3290 0.4957